Entry from the Open Molecules 2025 dataset: a cluster of 7 separate species, C39H78BF4NO12S in total (ωB97M-V with the def2-TZVPD basis set).

```
136
Properties=species:S:1:pos:R:3:mulliken_charge:R:1
C -1.6171 2.1376 -2.1806 -0.75
C -1.6380 2.8646 -3.5277 -1.19
C -2.1812 2.0210 -4.7075 0.09
C -3.5422 2.4893 -5.2444 -0.67
C -4.5910 2.8478 -4.1858 -0.94
C -5.0121 1.7003 -3.2761 0.67
F -5.3920 2.2263 -2.0308 -0.39
O -2.1248 0.6881 -4.3126 0.60
C -2.5358 -0.3699 -5.2092 -0.45
C -1.5190 -1.5312 -5.1162 -1.83
N -0.9257 -1.6283 -3.7851 0.21
C -1.0151 -2.9335 -3.1347 -0.54
C -0.3851 -2.8343 -1.7494 -1.29
C -1.2236 -1.9784 -0.7885 0.68
C -0.4010 -1.1840 0.2471 -0.65
C -0.6756 -1.5365 1.7231 0.51
C 0.5739 -1.5837 2.6226 -1.05
C 0.7987 -0.2709 3.3664 -0.11
C 1.8900 -0.3627 4.4485 -1.05
C 3.2172 0.2546 3.9941 0.19
C 3.3454 1.7314 4.3596 -0.72
C 4.6474 2.3564 3.8536 -0.16
O 5.3708 2.8993 4.9655 -0.42
C 6.2777 3.8954 4.5766 -0.78
B -4.0022 -0.8905 -4.8065 1.07
O -4.2395 -1.6659 -3.6892 -0.60
O -5.0927 -0.5268 -5.5694 -0.71
S -1.0460 2.3819 -6.1600 1.18
O -1.6295 1.8973 -7.3874 -0.70
O -0.6168 3.7544 -6.1022 -0.69
C 0.5317 1.3675 -5.9093 0.79
F 0.6572 0.9169 -4.6669 -0.19
F 0.5575 0.3427 -6.7499 -0.24
F 1.5597 2.1530 -6.1781 -0.25
H -1.3737 2.8713 -1.4079 0.64
H -2.5768 1.7007 -1.9105 -0.23
H -0.8465 1.3689 -2.1626 0.20
H -2.1799 3.8063 -3.4635 0.53
H -0.6053 3.1397 -3.7474 0.50
H -3.9667 1.7541 -5.9254 0.28
H -3.3639 3.3862 -5.8469 0.60
H -4.2922 3.6863 -3.5566 0.42
H -5.4774 3.1813 -4.7320 0.39
H -4.2041 0.9949 -3.0788 -0.54
H -5.8801 1.1645 -3.6584 0.31
H -2.5806 -0.0208 -6.2461 0.38
H -0.7414 -1.4069 -5.8702 0.29
H -2.0452 -2.4642 -5.3390 0.49
H 0.0592 -1.4065 -3.8445 0.14
H -0.5222 -3.7244 -3.7199 0.36
H -2.0676 -3.2073 -3.0173 0.24
H -0.2520 -3.8382 -1.3363 0.39
H 0.6216 -2.4107 -1.8456 0.42
H -1.8181 -1.2863 -1.3902 -0.56
H -1.9320 -2.6217 -0.2580 0.41
H -0.6454 -0.1239 0.1147 0.15
H 0.6711 -1.2648 0.0453 0.38
H -1.1991 -2.4968 1.7904 0.14
H -1.3666 -0.8066 2.1492 -0.47
H 0.4228 -2.3708 3.3609 0.45
H 1.4553 -1.8136 2.0129 0.24
H -0.1416 0.0487 3.8249 0.23
H 1.0759 0.5356 2.6750 0.17
H 1.5589 0.1259 5.3683 0.42
H 2.0593 -1.4152 4.6940 0.43
H 4.0568 -0.2600 4.4711 -0.10
H 3.3479 0.1238 2.9161 0.10
H 3.3322 1.8292 5.4471 0.39
H 2.5016 2.3036 3.9617 0.22
H 5.2798 1.5942 3.3827 0.10
H 4.4582 3.1551 3.1293 0.46
H 5.7678 4.7346 4.0863 0.33
H 6.7816 4.2596 5.4724 0.30
H 7.0452 3.5071 3.8906 0.26
H -4.1871 -2.6081 -3.8751 0.30
H -4.8912 -0.4323 -6.5058 0.33
C -2.8207 -3.7895 4.1155 -1.01
C -1.9474 -3.1675 5.1778 1.03
O -0.7452 -3.1359 5.0735 -0.55
C -2.6550 -2.5667 6.3690 -1.24
H -2.1970 -4.1778 3.3140 0.24
H -3.4133 -4.6011 4.5427 0.45
H -3.5001 -3.0367 3.7111 0.12
H -3.2384 -3.3314 6.8852 0.39
H -3.3357 -1.7809 6.0361 0.25
H -1.9217 -2.1458 7.0527 0.32
C -4.1119 1.0777 1.0729 -0.69
C -4.3833 0.2520 2.3048 0.73
O -3.5459 -0.4918 2.7595 -0.30
C -5.7471 0.4004 2.9370 -1.47
H -3.1021 0.8796 0.7180 -0.16
H -4.8264 0.8331 0.2862 0.40
H -4.2152 2.1409 1.2979 0.42
H -6.5234 0.1272 2.2205 0.38
H -5.9098 1.4377 3.2347 0.35
H -5.8183 -0.2427 3.8113 0.32
C 6.1465 1.8286 -0.0368 -1.09
C 4.6955 1.4069 -0.0447 0.90
O 4.0455 1.3583 0.9706 -0.45
C 4.0990 1.0477 -1.3858 -1.13
H 6.4529 2.0589 0.9810 0.14
H 6.7722 1.0265 -0.4321 0.35
H 6.2846 2.7099 -0.6657 0.37
H 4.6496 0.2169 -1.8308 0.37
H 4.1605 1.9000 -2.0648 0.36
H 3.0575 0.7626 -1.2545 0.14
C 7.9454 -0.4141 5.0647 -0.70
C 7.0446 -1.6264 5.1215 0.76
O 5.8594 -1.5356 4.9159 -0.49
C 7.6987 -2.9481 5.4501 -1.23
H 7.3525 0.4673 4.8284 -0.05
H 8.4387 -0.2682 6.0272 0.34
H 8.7163 -0.5544 4.3044 0.33
H 8.1819 -2.8941 6.4271 0.32
H 8.4610 -3.1849 4.7057 0.33
H 6.9470 -3.7334 5.4609 0.32
C -2.5323 2.8350 5.1120 -0.90
C -1.2039 2.7848 5.8345 0.76
O -0.2549 2.2102 5.3628 -0.40
C -1.1300 3.4848 7.1714 -1.28
H -2.4508 2.2927 4.1721 0.04
H -3.3110 2.3800 5.7272 0.36
H -2.8144 3.8709 4.9146 0.40
H -1.8575 3.0540 7.8616 0.35
H -1.3590 4.5454 7.0531 0.36
H -0.1301 3.3743 7.5836 0.29
C 0.5507 -3.4568 -8.1913 -1.11
C -0.8909 -3.8945 -8.2840 0.95
O -1.5658 -4.0594 -7.2946 -0.53
C -1.4459 -4.1111 -9.6702 -1.21
H 0.8298 -3.3354 -7.1472 0.22
H 1.1995 -4.2015 -8.6551 0.43
H 0.6891 -2.5101 -8.7167 0.29
H -0.8704 -4.8803 -10.1876 0.35
H -1.3773 -3.1885 -10.2489 0.33
H -2.4858 -4.4213 -9.6044 0.31
```

Calculated values
E = -3312.9496 Eh
highest occupied orbital energy = -8.62 eV
energy above the lowest of the compared OMol25 structures with the same formula, charge and spin = 0.0 kcal/mol
HOMO-LUMO gap = 8.88 eV
SMILES = CC[C@](CCCF)(O[C@@H](CNCCCCCCCCCCCOC)B(O)O)S(=O)(=O)C(F)(F)F.CC(C)=O.CC(C)=O.CC(C)=O.CC(C)=O.CC(C)=O.CC(C)=O
charge = 0
E_LUMO = 0.259 eV
largest force on an atom = 0.0145 Eh/bohr